1.
{
  "formula": "C13H12OS",
  "method": "the ωB97M-V functional and the def2-TZVPD basis",
  "species": ["O", "C", "S", "C", "C", "C", "C", "C", "C", "C", "C", "C", "C", "C", "C", "H", "H", "H", "H", "H", "H", "H", "H", "H", "H", "H", "H"],
  "coordinates": [[-0.1960, -0.9963, -2.1553], [-0.0441, -0.8252, -0.5485], [0.0514, -2.5500, 0.0392], [1.2604, -0.2406, -0.1970], [1.3815, 0.5700, 0.9619], [2.6075, 1.0327, 1.3180], [3.7201, 0.6681, 0.5801], [3.6892, -0.2227, -0.4727], [2.4338, -0.7173, -0.8372], [-1.3498, -0.2354, -0.1065], [-1.6169, 1.0360, -0.6811], [-2.7818, 1.7007, -0.2842], [-3.7078, 1.0433, 0.4921], [-3.3561, -0.1966, 1.1136], [-2.2067, -0.8352, 0.7781], [0.6016, -0.6777, -2.6046], [-0.3671, -2.9230, -1.1098], [0.5319, 0.7756, 1.5411], [2.5717, 1.6548, 2.1713], [4.8143, 1.0276, 0.7305], [4.5295, -0.7769, -0.7769], [2.1709, -1.3328, -1.7410], [-0.9379, 1.5392, -1.2349], [-2.9658, 2.5894, -0.9176], [-4.6116, 1.4217, 0.9034], [-4.2773, -0.7620, 1.6103], [-1.9451, -1.7673, 1.4274]],
  "lowdin_charge": [-0.12, -0.60, 0.89, -0.25, -0.02, -0.08, -0.09, -0.08, -0.04, -0.24, 0.00, -0.07, -0.08, -0.09, -0.12, 0.06, -0.13, 0.11, 0.10, 0.14, 0.09, 0.12, 0.09, 0.11, 0.09, 0.15, 0.11],
  "energy_ev": -26555.774,
  "smiles": "OC(S)(c1ccccc1)c1ccccc1",
  "spin_multiplicity": 1
}


2.
{
  "formula": "C13H13AuCl5N3OSe3Te",
  "method": "the ωB97M-V functional and the def2-TZVPD basis",
  "species": ["Au", "Se", "Se", "Te", "Se", "Cl", "C", "C", "Cl", "C", "Cl", "C", "O", "C", "Cl", "C", "Cl", "C", "C", "N", "C", "N", "C", "C", "C", "N", "C", "H", "H", "H", "H", "H", "H", "H", "H", "H", "H", "H", "H", "H"],
  "coordinates": [[13.0845, 6.1261, 10.8419], [12.8117, 6.5916, 13.2020], [14.6875, 6.8179, 14.4083], [16.4420, 6.3754, 12.5756], [15.1992, 4.8884, 11.0302], [5.5817, 6.1382, 9.4642], [7.1804, 6.4248, 10.0236], [8.0448, 5.3617, 10.3916], [7.4628, 3.7330, 10.3590], [9.3235, 5.6707, 10.8222], [10.3989, 4.3629, 11.2206], [9.7996, 7.0102, 10.9099], [10.9882, 7.2983, 11.2765], [8.8681, 8.0467, 10.6052], [9.4888, 9.6201, 10.8170], [7.5618, 7.7645, 10.2073], [6.4264, 9.0875, 10.1689], [11.5315, 9.1382, 6.3213], [11.3218, 9.2695, 7.8174], [11.8512, 8.1565, 8.5607], [12.2259, 6.9803, 7.9341], [12.7562, 6.0146, 8.6908], [12.8843, 4.6845, 8.0247], [13.4019, 4.7392, 6.5834], [13.1781, 6.1095, 5.9389], [12.0198, 6.7571, 6.5957], [11.2417, 7.7391, 5.8302], [12.5890, 9.3380, 6.0826], [10.8558, 9.8007, 5.7556], [10.2469, 9.3979, 7.9972], [11.7490, 10.1708, 8.2885], [11.7214, 8.1733, 9.5514], [11.8573, 4.2680, 7.9307], [13.5619, 4.1771, 8.6952], [12.8493, 4.0446, 5.9717], [14.4564, 4.5014, 6.5156], [12.9235, 6.0260, 4.8723], [14.0505, 6.7666, 6.0161], [10.2040, 7.5256, 6.0216], [11.4721, 7.6140, 4.7752]],
  "lowdin_charge": [0.41, 0.20, -0.05, 0.30, -0.11, 0.66, -0.72, -0.70, 0.67, -0.59, 0.67, -0.52, -0.37, -0.64, 0.75, -0.69, 0.66, -0.16, -0.21, 0.10, -0.34, -0.08, -0.20, -0.15, -0.13, -0.05, -0.14, 0.12, 0.13, 0.10, 0.13, 0.07, 0.12, 0.05, 0.10, 0.11, 0.12, 0.13, 0.12, 0.12],
  "energy_ev": -289846.813,
  "s2": 2.016,
  "spin_multiplicity": 3
}


3.
{
  "formula": "C13H13BF2",
  "method": "the ωB97M-V functional and the def2-TZVPD basis",
  "species": ["F", "C", "C", "C", "C", "C", "C", "C", "C", "C", "C", "C", "F", "C", "C", "H", "H", "H", "H", "H", "H", "H", "H", "H", "H", "B", "H", "H", "H"],
  "coordinates": [[-3.2434, 2.6151, -0.8061], [-2.9524, 1.2940, -0.7264], [-3.9735, 0.3580, -0.7908], [-3.6830, -0.9877, -0.7101], [-2.3861, -1.4060, -0.5691], [-1.3122, -0.4906, -0.5322], [-0.0078, -1.0420, -0.4331], [1.2971, -0.4963, -0.5374], [2.3762, -1.4036, -0.4637], [3.6737, -0.9893, -0.6167], [3.9559, 0.3454, -0.8184], [2.9274, 1.2732, -0.8781], [3.2092, 2.5826, -1.0827], [1.6197, 0.8599, -0.7431], [-1.6447, 0.8784, -0.5941], [-4.9841, 0.6985, -0.9296], [-4.4753, -1.7142, -0.7837], [-2.1709, -2.4586, -0.5032], [-0.0088, -2.1109, -0.2787], [2.1660, -2.4475, -0.3073], [4.4723, -1.7126, -0.6085], [4.9672, 0.6810, -0.9644], [0.8623, 1.6092, -0.8322], [-0.9000, 1.6411, -0.5055], [0.0203, 0.0091, 2.1266], [0.0431, 0.4846, 3.2027], [0.7523, -0.1489, 3.8971], [0.4444, 1.5893, 3.1356], [-1.0447, 0.4887, 3.6533]],
  "lowdin_charge": [0.08, -0.22, 0.04, -0.04, 0.00, -0.17, 0.14, -0.18, 0.01, -0.04, 0.04, -0.22, 0.08, 0.10, 0.10, 0.13, 0.12, 0.12, 0.13, 0.12, 0.12, 0.13, 0.11, 0.11, -0.11, -0.44, -0.09, -0.09, -0.09],
  "energy_ev": -19798.021,
  "spin_multiplicity": 1
}


4.
{
  "formula": "C13H13Br39",
  "method": "the ωB97M-V functional and the def2-TZVPD basis",
  "species": ["C", "Br", "Br", "Br", "H", "C", "Br", "Br", "Br", "H", "C", "Br", "Br", "Br", "H", "C", "Br", "Br", "Br", "H", "C", "Br", "Br", "Br", "H", "C", "Br", "Br", "Br", "H", "C", "Br", "Br", "Br", "H", "C", "Br", "Br", "Br", "H", "C", "Br", "Br", "Br", "H", "C", "Br", "Br", "Br", "H", "C", "Br", "Br", "Br", "H", "C", "Br", "Br", "Br", "H", "C", "Br", "Br", "Br", "H"],
  "coordinates": [[-0.9209, -2.3434, -4.6005], [0.9239, -2.9122, -4.4152], [-2.0819, -3.7366, -3.9839], [-1.5031, -1.7054, -6.3275], [-1.0886, -1.5258, -3.9182], [-2.9442, 4.8078, -1.9779], [-1.0262, 4.6964, -2.1083], [-3.6696, 6.4614, -1.3194], [-3.6658, 3.3881, -0.9961], [-3.2536, 4.7884, -2.9970], [-0.7409, 4.6149, 3.6607], [-2.2228, 4.7386, 2.5648], [-0.2521, 2.7691, 4.1663], [-0.9347, 5.6157, 5.2428], [0.1647, 4.8654, 3.1792], [5.9726, 1.5385, 2.4366], [6.1176, 2.5833, 0.8198], [5.2755, -0.2586, 2.1617], [4.9608, 2.4894, 3.6895], [7.0509, 1.4827, 2.7140], [-4.9183, -5.6353, -1.0432], [-3.8966, -4.3502, -0.0786], [-6.5858, -4.9938, -1.5378], [-5.0767, -7.3033, 0.0111], [-4.2892, -5.8689, -1.9179], [2.3397, 6.2440, 1.1508], [1.9990, 4.3886, 0.9622], [2.0229, 6.8227, 2.9532], [1.4458, 7.2428, -0.2234], [3.4080, 6.3721, 1.0327], [-1.5772, -6.9006, 1.9873], [-1.5157, -6.5251, 3.8688], [-1.7778, -8.7751, 1.6458], [-0.1265, -6.1330, 1.0292], [-2.5180, -6.4377, 1.6168], [-4.6601, -0.1759, 2.2417], [-3.1115, -1.3759, 2.1484], [-5.6424, -0.1866, 0.5581], [-4.1070, 1.5946, 2.6629], [-5.2593, -0.5505, 3.0832], [3.3073, 2.2159, -3.2480], [2.2586, 0.7731, -3.8718], [2.1811, 3.7962, -3.4442], [4.9682, 2.3592, -4.0759], [3.3750, 1.9562, -2.2192], [1.5501, -2.3624, 4.5082], [2.2974, -3.3551, 3.0108], [0.0580, -3.3217, 5.1984], [1.1782, -0.5540, 4.0049], [2.3245, -2.3949, 5.2662], [-3.7344, 1.0348, -3.9497], [-3.4528, -0.5554, -3.0269], [-5.1900, 0.7690, -5.2586], [-2.0290, 1.7075, -4.6228], [-4.1842, 1.7789, -3.2692], [6.1039, -2.7571, -1.1658], [5.5968, -4.1203, 0.1100], [7.5692, -1.7265, -0.5312], [4.5830, -1.6148, -1.6587], [6.3897, -3.1831, -2.0860], [0.4920, -0.0447, 0.1540], [-0.5918, 1.2742, -0.6559], [2.2096, 0.5846, 0.3478], [0.3542, -1.7673, -0.7662], [0.0704, -0.3026, 1.1071]],
  "lowdin_charge": [-1.66, 0.55, 0.54, 0.58, -0.12, -1.65, 0.52, 0.60, 0.60, -0.04, -1.70, 0.62, 0.51, 0.61, -0.16, -1.65, 0.55, 0.52, 0.61, -0.01, -1.66, 0.56, 0.64, 0.55, -0.02, -1.63, 0.58, 0.64, 0.59, -0.03, -1.69, 0.56, 0.56, 0.58, -0.09, -1.58, 0.53, 0.55, 0.56, -0.01, -1.68, 0.55, 0.53, 0.65, -0.08, -1.62, 0.54, 0.58, 0.57, -0.02, -1.61, 0.61, 0.55, 0.55, -0.08, -1.60, 0.57, 0.58, 0.52, -0.05, -1.66, 0.57, 0.58, 0.55, -0.08],
  "energy_ev": -2745344.798,
  "spin_multiplicity": 1
}


5.
{
  "formula": "C13H13Br3F4O12",
  "method": "the ωB97M-V functional and the def2-TZVPD basis",
  "species": ["C", "C", "O", "C", "O", "O", "F", "H", "H", "H", "C", "C", "O", "C", "O", "O", "F", "H", "H", "H", "C", "C", "O", "C", "O", "O", "F", "H", "H", "H", "C", "C", "O", "C", "O", "O", "F", "H", "H", "H", "C", "Br", "Br", "Br", "H"],
  "coordinates": [[2.0952, 6.1408, 6.2774], [1.2014, 5.3870, 7.1776], [0.9956, 4.1964, 6.4514], [1.8601, 4.0720, 5.3987], [2.1230, 3.0895, 4.7697], [2.5594, 5.2396, 5.3263], [0.1247, 6.1580, 7.1739], [2.9698, 6.5914, 6.7466], [1.5298, 6.9770, 5.8660], [1.6778, 5.3563, 8.1575], [-6.9730, -11.5672, -2.1073], [-5.8558, -12.1584, -2.9081], [-6.6042, -12.6009, -4.0541], [-7.8250, -12.9936, -3.7334], [-8.6010, -13.5922, -4.3979], [-8.0968, -12.2906, -2.5744], [-5.3460, -13.2717, -2.3822], [-7.0854, -10.5179, -2.3804], [-6.8636, -11.5340, -1.0233], [-5.0596, -11.4526, -3.1446], [-0.9201, -2.1398, -1.5811], [-0.5474, -3.0538, -0.3870], [-1.0922, -4.3102, -0.6161], [-2.0034, -4.0756, -1.6414], [-2.7248, -4.9131, -2.1220], [-1.9740, -2.8403, -2.1147], [-1.2008, -2.6008, 0.6772], [-0.1301, -1.8205, -2.2608], [-1.2959, -1.1961, -1.1857], [0.4871, -3.2499, -0.1052], [7.2548, 7.1460, -1.7700], [8.4067, 6.3038, -2.4519], [7.7230, 5.0830, -2.6987], [6.6002, 4.9408, -2.0129], [5.9605, 3.9131, -1.9540], [6.3194, 6.1737, -1.3573], [9.4111, 6.0471, -1.6818], [6.9002, 7.8752, -2.4985], [7.6591, 7.7340, -0.9460], [8.7962, 6.7903, -3.3462], [-2.3723, 7.3776, -0.5549], [-2.7423, 5.6263, 0.2972], [-1.9332, 8.8360, 0.6707], [-3.8854, 7.8360, -1.7664], [-1.5228, 7.2886, -1.2320]],
  "lowdin_charge": [-0.11, -0.34, 0.14, -0.50, 0.18, 0.08, 0.09, 0.14, 0.14, 0.18, -0.08, -0.30, 0.13, -0.55, 0.19, 0.06, 0.10, 0.14, 0.14, 0.17, -0.07, -0.34, 0.14, -0.52, 0.16, 0.10, 0.09, 0.14, 0.14, 0.17, -0.08, -0.33, 0.14, -0.49, 0.16, 0.05, 0.13, 0.13, 0.13, 0.17, -1.54, 0.52, 0.55, 0.50, -0.03],
  "energy_ev": -259257.265,
  "spin_multiplicity": 1
}


6.
{
  "formula": "C13H13CeCl2F6N4O6S3",
  "method": "the ωB97M-V functional and the def2-TZVPD basis",
  "species": ["Ce", "Cl", "C", "C", "C", "C", "C", "Cl", "C", "S", "H", "H", "H", "N", "C", "C", "O", "O", "H", "H", "H", "H", "F", "C", "F", "F", "S", "O", "O", "N", "S", "O", "O", "C", "F", "F", "F", "C", "N", "C", "C", "N", "H", "H", "H", "H", "H", "H"],
  "coordinates": [[0.3400, 0.0424, -0.5010], [0.1175, -2.5640, 0.6392], [-0.1401, -3.8064, -0.5740], [-0.3664, -5.1054, -0.1473], [-0.5637, -6.1163, -1.0721], [-0.5404, -5.8220, -2.4278], [-0.3122, -4.5265, -2.8424], [-0.2990, -4.2013, -4.5249], [-0.0832, -3.4706, -1.9356], [0.2852, -1.8887, -2.5462], [-0.3797, -5.3150, 0.9105], [-0.7274, -7.1292, -0.7382], [-0.6978, -6.5889, -3.1714], [-0.9314, 1.0394, -2.5985], [-2.1597, 1.5754, -1.9887], [-2.4538, 0.8145, -0.6543], [-3.2605, 1.2993, 0.1259], [-1.8048, -0.2698, -0.5000], [-0.6218, 1.6483, -3.3562], [-1.1694, 0.1339, -3.0293], [-3.0363, 1.4538, -2.6394], [-2.0387, 2.6401, -1.7656], [1.8013, 2.6103, 1.7170], [2.5134, 1.7011, 2.4011], [1.6723, 1.0605, 3.2142], [3.3843, 2.3628, 3.1488], [3.2719, 0.4805, 1.1889], [2.0969, -0.2332, 0.7360], [4.2464, -0.2542, 1.8992], [3.8739, 1.4189, 0.0843], [2.9684, 1.8653, -1.1061], [1.5484, 1.7859, -0.8302], [3.4317, 3.0256, -1.7663], [3.1042, 0.4419, -2.3413], [2.9480, -0.7212, -1.6728], [2.0363, 0.5614, -3.1527], [4.1977, 0.3670, -3.0708], [-3.2844, 2.3896, 3.0032], [-1.8454, 2.5498, 2.9616], [-1.2457, 3.4908, 3.8807], [-1.1412, 1.8120, 2.1813], [-0.4905, 1.1458, 1.4888], [-3.7567, 3.3652, 2.8779], [-3.5917, 1.9620, 3.9602], [-3.5996, 1.7436, 2.1835], [-1.8176, 4.4190, 3.8559], [-0.2202, 3.7074, 3.5934], [-1.2586, 3.0993, 4.9012]],
  "lowdin_charge": [0.89, 0.84, -0.56, -0.09, -0.06, -0.09, -0.69, 0.72, -0.64, 0.74, 0.11, 0.12, 0.11, -0.04, -0.11, -0.62, 0.08, -0.17, 0.12, 0.06, 0.14, 0.14, 0.12, -0.63, 0.15, 0.19, 0.69, -0.45, -0.16, -0.22, 0.68, -0.41, -0.17, -0.62, 0.09, 0.11, 0.22, 0.00, -0.15, 0.00, -0.16, 0.15, 0.11, 0.11, 0.08, 0.10, 0.09, 0.11],
  "energy_ev": -118715.892,
  "total_charge": 1,
  "spin_multiplicity": 1
}